{"formula": "C5H6O3", "method": "ωB97M-V/def2-TZVPD", "species": ["C", "O", "C", "C", "C", "O", "O", "C", "H", "H", "H", "H", "H", "H"], "positions_angstrom": [[-1.489, 1.851, -1.434], [-1.618, 0.495, -1.066], [-0.575, 0.115, -0.366], [0.672, 0.598, -0.100], [1.394, -0.323, 0.816], [2.415, -0.367, 1.249], [0.544, -1.463, 0.983], [-0.780, -1.308, 0.271], [-0.654, 2.216, -2.143], [-2.464, 2.231, -2.060], [-1.388, 2.325, -0.461], [1.117, 1.506, -0.633], [-1.739, -1.156, 1.164], [-0.921, -2.053, -0.318]], "forces_ev_per_angstrom": [[-1.90, 2.72, -2.37], [0.48, 0.55, -1.24], [1.23, -3.32, 1.17], [-0.87, 1.54, -1.34], [-8.99, -1.32, -4.44], [8.33, 0.51, 3.62], [-2.11, 0.18, -0.73], [1.26, 7.69, 7.65], [-0.76, -1.42, 1.22], [2.11, -1.23, 2.00], [-0.11, 0.96, -0.32], [-0.60, -1.42, 1.35], [2.93, -0.79, -2.73], [-1.02, -4.64, -3.84]], "energy_ev": -11421.778, "homo_energy_ev": -9.813, "smiles": "COC1=CC(=O)OC1", "de_lowest_kcal_mol": 60.7, "homo_lumo_gap_ev": 10.44, "fmax_ev_per_a": 10.9, "total_charge": 0}